{"formula": "C3H9N2", "method": "wB97M-V/def2-TZVPD", "elements": ["C", "C", "C", "N", "N", "H", "H", "H", "H", "H", "H", "H", "H", "H"], "coordinates": [[-1.295, -0.737, 1.433], [-0.111, -1.065, 0.494], [0.637, -0.091, 0.072], [1.082, 3.043, -1.962], [-0.002, -2.433, 0.125], [-2.220, -1.057, 0.947], [-1.175, -1.343, 2.335], [-1.392, 0.303, 1.728], [1.614, -0.067, -0.416], [0.989, 2.223, -1.378], [0.686, 3.859, -1.510], [0.550, 2.932, -2.817], [0.987, -2.640, 0.004], [-0.352, -2.927, 0.945]], "atomic_forces_ev_per_a": [[0.15, -0.38, 0.20], [-1.78, 1.04, 1.28], [0.64, -3.98, -1.73], [-0.08, 0.27, -0.23], [0.57, 1.73, 0.72], [0.17, 0.08, -0.26], [0.13, 0.11, -0.03], [0.16, 0.08, -0.15], [0.22, 2.21, 0.62], [-0.18, 0.10, -0.01], [0.14, -0.11, 0.28], [0.08, -0.29, -0.01], [-0.18, -0.50, -0.35], [-0.04, -0.37, -0.35]], "lowdin_charge": [0.03, -0.37, 0.44, 0.04, 0.16, 0.12, 0.11, 0.10, 0.14, -0.05, 0.02, 0.02, 0.12, 0.12], "homo_lumo_gap_ev": 4.4, "e_lumo_ev": -8.9, "total_charge": 1, "e_above_lowest_kcal_mol": 140.2}

=====

{"formula": "C45H99N5O7", "method": "wB97M-V/def2-TZVPD", "elements": ["C", "C", "C", "C", "C", "C", "N", "O", "C", "C", "C", "H", "H", "H", "H", "H", "H", "H", "H", "H", "H", "H", "H", "H", "H", "H", "H", "H", "H", "H", "C", "C", "C", "C", "C", "C", "N", "O", "C", "C", "C", "H", "H", "H", "H", "H", "H", "H", "H", "H", "H", "H", "H", "H", "H", "H", "H", "H", "H", "H", "C", "C", "C", "C", "C", "C", "N", "O", "C", "C", "C", "H", "H", "H", "H", "H", "H", "H", "H", "H", "H", "H", "H", "H", "H", "H", "H", "H", "H", "H", "C", "C", "C", "C", "C", "C", "N", "O", "C", "C", "C", "H", "H", "H", "H", "H", "H", "H", "H", "H", "H", "H", "H", "H", "H", "H", "H", "H", "H", "H", "C", "C", "C", "C", "C", "C", "N", "O", "C", "C", "C", "H", "H", "H", "H", "H", "H", "H", "H", "H", "H", "H", "H", "H", "H", "H", "H", "H", "H", "H", "O", "H", "H", "O", "H", "H"], "coordinates": [[0.732, -0.685, 2.866], [1.443, -1.371, 1.726], [2.348, -2.456, 2.359], [1.668, -3.765, 2.825], [0.786, -4.312, 1.650], [-0.222, -3.232, 1.018], [0.479, -1.949, 0.748], [-0.214, -1.109, -0.028], [-0.855, -3.837, -0.320], [-1.376, -3.040, 2.056], [2.425, -0.422, 0.989], [1.178, 0.287, 3.076], [0.831, -1.226, 3.807], [-0.257, -0.385, 2.521], [3.072, -2.800, 1.620], [3.014, -2.057, 3.124], [1.014, -3.442, 3.635], [2.315, -4.591, 3.120], [0.210, -5.183, 1.964], [1.438, -4.686, 0.860], [-1.175, -4.857, -0.107], [-1.729, -3.319, -0.715], [-0.061, -3.938, -1.061], [-2.108, -3.826, 2.236], [-1.009, -2.786, 3.051], [-1.961, -2.187, 1.713], [2.951, -0.999, 0.227], [3.088, 0.210, 1.579], [1.849, 0.296, 0.405], [0.319, -0.972, -0.814], [5.315, -0.508, -3.425], [6.352, -0.178, -2.352], [7.729, -0.386, -3.069], [8.349, 0.820, -3.798], [8.190, 2.062, -2.913], [6.700, 2.370, -2.504], [6.265, 1.207, -1.712], [5.066, 1.365, -1.012], [6.754, 3.588, -1.604], [5.733, 2.732, -3.624], [6.193, -1.219, -1.230], [5.446, 0.090, -4.326], [4.351, -0.177, -3.038], [5.138, -1.575, -3.563], [8.331, -0.939, -2.348], [7.588, -1.208, -3.771], [7.813, 1.131, -4.695], [9.427, 0.729, -3.928], [8.542, 2.902, -3.512], [8.775, 2.144, -1.998], [7.022, 4.478, -2.173], [5.825, 3.716, -1.049], [7.502, 3.496, -0.817], [5.911, 3.689, -4.115], [5.730, 2.118, -4.525], [4.748, 2.766, -3.161], [5.141, -1.274, -0.950], [6.806, -0.994, -0.357], [6.423, -2.263, -1.442], [5.396, 1.861, -0.259], [-1.912, 0.259, -2.933], [-1.805, 1.749, -3.411], [-0.321, 2.206, -3.214], [0.061, 3.495, -3.884], [-0.315, 3.426, -5.352], [-1.708, 2.997, -5.648], [-2.029, 1.789, -4.856], [-3.179, 1.102, -5.224], [-2.763, 4.191, -5.590], [-1.765, 2.635, -7.169], [-2.745, 2.663, -2.593], [-2.987, 0.095, -2.866], [-1.258, 0.128, -2.070], [-1.526, -0.455, -3.662], [-0.144, 2.518, -2.185], [0.455, 1.451, -3.342], [1.150, 3.543, -3.897], [-0.425, 4.342, -3.400], [0.377, 2.733, -5.830], [-0.182, 4.377, -5.868], [-3.786, 3.910, -5.339], [-2.405, 5.047, -5.018], [-2.864, 4.562, -6.610], [-1.348, 3.501, -7.685], [-1.259, 1.757, -7.570], [-2.839, 2.579, -7.347], [-3.771, 2.296, -2.570], [-2.899, 3.618, -3.095], [-2.384, 2.835, -1.579], [-2.950, 0.306, -5.710], [-5.727, -5.249, 0.200], [-6.200, -5.128, 1.671], [-7.602, -4.457, 1.472], [-8.585, -4.211, 2.646], [-8.817, -5.650, 2.978], [-7.513, -6.512, 3.317], [-6.442, -6.438, 2.304], [-5.264, -7.135, 2.432], [-6.976, -6.142, 4.681], [-7.763, -7.996, 3.312], [-5.194, -4.282, 2.369], [-5.937, -6.222, -0.244], [-4.643, -5.272, 0.086], [-6.105, -4.467, -0.458], [-7.427, -3.460, 1.069], [-8.113, -4.985, 0.668], [-9.499, -3.669, 2.401], [-8.168, -3.603, 3.448], [-9.567, -6.007, 2.272], [-9.509, -5.538, 3.813], [-7.657, -6.476, 5.464], [-6.001, -6.610, 4.815], [-6.791, -5.075, 4.808], [-7.003, -8.562, 3.850], [-8.689, -8.364, 3.753], [-7.800, -8.379, 2.292], [-4.253, -4.808, 2.526], [-5.535, -3.954, 3.351], [-5.089, -3.354, 1.807], [-5.326, -7.808, 1.751], [0.788, 6.817, 3.645], [2.097, 6.572, 2.873], [2.797, 5.445, 3.672], [2.304, 4.054, 3.410], [2.155, 3.754, 1.896], [1.314, 4.754, 1.118], [1.785, 6.101, 1.481], [1.037, 7.141, 0.828], [1.617, 4.515, -0.449], [-0.171, 4.443, 1.443], [3.079, 7.802, 2.890], [-0.085, 7.023, 3.026], [0.768, 7.776, 4.163], [0.602, 6.065, 4.411], [3.796, 5.370, 3.245], [2.884, 5.707, 4.727], [1.396, 3.960, 4.007], [3.037, 3.353, 3.810], [1.761, 2.750, 1.737], [3.168, 3.701, 1.498], [1.085, 3.622, -0.777], [1.166, 5.296, -1.063], [2.650, 4.618, -0.781], [-0.436, 4.093, 2.441], [-0.805, 5.321, 1.321], [-0.472, 3.693, 0.712], [2.633, 8.747, 2.581], [3.926, 7.747, 2.206], [3.581, 7.882, 3.855], [1.708, 7.419, 0.201], [-2.734, -3.615, 5.269], [-2.685, -4.534, 5.534], [-2.051, -3.521, 4.605], [-0.889, -6.624, 3.947], [-1.308, -6.984, 4.729], [-1.529, -6.007, 3.594]], "atomic_forces_ev_per_a": [[-0.06, 1.66, 0.07], [0.74, -0.24, 0.37], [0.78, -1.88, -1.02], [-1.65, 0.97, -1.21], [-0.15, 1.33, -0.34], [-0.46, -1.10, 0.51], [2.71, -3.75, 1.16], [-1.46, 1.98, -0.52], [0.99, 0.08, 1.29], [-0.06, 0.83, -0.18], [-1.25, 0.02, -1.02], [0.39, 0.12, 0.06], [-0.78, -0.14, -0.10], [-0.37, -0.48, 0.59], [0.06, 0.17, -0.53], [-0.45, 0.45, 0.29], [-0.09, -0.66, 0.40], [0.27, 0.47, 0.28], [-0.18, 0.12, 0.15], [0.20, 0.16, -0.17], [-0.05, -0.07, 0.22], [0.28, 0.35, 0.12], [-0.07, 0.28, -0.20], [0.24, -0.54, -0.61], [0.35, 0.21, -0.07], [-0.14, 0.14, 0.10], [0.40, 0.00, 0.21], [0.07, -0.59, 0.39], [-0.24, 0.23, 0.00], [0.04, -0.06, -0.28], [-1.64, 1.25, 0.78], [0.58, -0.10, -0.37], [-0.18, -0.65, 0.18], [-0.31, 0.64, 2.27], [-1.11, 0.89, -0.34], [0.77, -0.24, -0.29], [2.04, -1.94, -0.99], [-0.55, 0.39, -0.31], [0.22, 0.11, 0.95], [-0.16, 0.13, -0.92], [-0.33, 0.05, 0.44], [0.23, -0.60, -0.21], [-0.35, 0.18, 0.07], [0.68, 0.00, -0.37], [0.91, 0.94, 0.25], [-0.38, 0.09, -0.37], [0.23, -0.75, -0.38], [-0.15, -0.44, -0.60], [-0.11, 0.33, -0.08], [0.10, -0.75, 0.04], [-0.30, 0.01, 0.01], [-0.27, 0.41, -0.42], [0.27, -0.25, -0.03], [0.24, 0.49, 0.64], [-0.11, -0.74, 0.42], [-0.20, -0.08, -0.32], [-0.02, 0.31, 0.34], [-0.12, 0.37, 0.05], [0.33, 0.11, -0.87], [-0.40, -0.15, 0.45], [-0.03, 1.19, -0.84], [1.38, -0.36, 0.02], [-0.20, 0.58, 1.45], [-0.12, -0.18, -1.59], [0.67, 0.48, 0.03], [-2.05, -0.76, -1.06], [1.70, -0.27, -0.24], [-1.50, 0.77, 0.03], [0.69, -0.16, -0.31], [-0.57, 0.33, 0.56], [-0.36, 0.08, -0.56], [0.23, -0.57, 0.83], [-0.83, 0.00, 0.53], [0.07, 0.27, -0.37], [-0.54, -0.68, 0.66], [-0.40, -0.43, -0.68], [0.03, 0.61, 0.59], [0.27, 0.13, 0.12], [-0.02, -0.22, -0.10], [0.19, 0.22, 0.08], [0.22, -0.26, 0.47], [-0.19, -0.15, 0.42], [0.12, 0.20, -0.01], [-0.17, 0.00, -0.19], [0.10, -0.23, 0.62], [0.13, -0.24, -0.70], [0.06, -0.51, 0.21], [0.55, 0.21, 0.10], [-0.05, -0.09, 0.00], [0.60, 0.03, -0.02], [0.94, -1.22, -0.29], [-1.57, -0.37, -0.88], [0.08, 2.60, -0.16], [2.02, -0.94, -1.09], [-1.14, -0.12, 1.81], [0.11, -0.56, 0.14], [-1.78, 2.96, -2.82], [0.58, -0.55, 1.12], [0.18, 0.54, 0.59], [-1.18, -1.65, 0.16], [-0.13, 1.06, 1.12], [-0.83, -0.06, 0.04], [0.28, 0.50, 0.39], [-0.07, 0.00, 0.21], [0.55, 0.07, -0.45], [-0.13, -0.24, 0.18], [-0.02, -0.30, -0.57], [0.46, -0.29, 0.15], [0.85, -0.78, -0.72], [0.45, -1.14, 1.15], [0.05, 0.01, 0.10], [-0.06, -0.23, 0.08], [-0.25, 0.11, -0.06], [0.32, 0.24, -0.11], [-0.31, 0.53, 0.29], [0.10, 0.11, -0.11], [0.02, 0.12, -0.30], [-0.06, -0.11, 0.19], [0.52, -0.05, -0.13], [0.07, -0.23, -0.03], [-0.52, 1.54, 0.23], [-0.50, -0.75, 0.42], [1.61, 0.24, -1.93], [-0.98, -0.27, 0.06], [0.56, -0.06, 0.89], [0.32, -0.02, -0.29], [1.30, 0.56, 0.25], [0.29, -0.71, 0.25], [-1.28, 1.14, 0.88], [-0.26, 0.58, -0.80], [-0.30, -0.29, -0.69], [0.01, -0.82, -0.40], [0.67, 0.11, 0.45], [-0.25, -0.12, -0.30], [0.60, 0.56, 0.27], [-0.15, 0.00, -0.07], [-0.41, -0.65, -0.35], [-0.11, -0.11, 0.16], [-0.25, -0.03, 0.07], [0.19, 0.27, -0.19], [0.62, -0.34, 0.05], [-0.53, 0.30, 0.28], [0.27, -0.71, 0.67], [0.68, -0.20, 0.12], [0.08, 0.10, -0.41], [-0.37, -0.10, 0.18], [-0.46, -0.01, 0.48], [-0.06, -0.81, -0.35], [-0.52, 0.16, 0.28], [-0.21, 0.37, -0.26], [-0.22, 0.09, 0.09], [-0.01, -0.21, 0.15], [0.21, 0.11, -0.21], [0.25, 0.05, -0.02], [-0.08, -0.20, 0.20], [-0.22, 0.16, -0.22]], "lowdin_charge": [-0.03, -0.47, -0.15, -0.15, -0.11, -0.41, -0.16, -0.01, -0.02, -0.04, -0.03, 0.07, 0.08, 0.09, 0.11, 0.12, 0.09, 0.11, 0.09, 0.11, 0.07, 0.07, 0.08, 0.06, 0.05, 0.09, 0.07, 0.09, 0.07, 0.10, -0.05, -0.46, -0.13, -0.15, -0.14, -0.51, -0.10, -0.03, -0.05, -0.04, -0.05, 0.07, 0.08, 0.09, 0.11, 0.11, 0.11, 0.11, 0.11, 0.11, 0.09, 0.07, 0.09, 0.08, 0.06, 0.09, 0.06, 0.09, 0.08, 0.09, -0.01, -0.47, -0.15, -0.19, -0.17, -0.48, -0.12, -0.01, -0.03, -0.05, -0.01, 0.08, 0.06, 0.08, 0.08, 0.12, 0.11, 0.11, 0.13, 0.12, 0.08, 0.07, 0.06, 0.08, 0.08, 0.07, 0.08, 0.06, 0.08, 0.11, -0.04, -0.49, -0.14, -0.18, -0.15, -0.47, -0.16, 0.00, -0.04, -0.06, -0.04, 0.08, 0.07, 0.08, 0.11, 0.12, 0.11, 0.11, 0.12, 0.11, 0.09, 0.08, 0.07, 0.08, 0.08, 0.09, 0.07, 0.08, 0.10, 0.11, -0.03, -0.45, -0.18, -0.18, -0.14, -0.46, -0.10, -0.02, -0.01, -0.02, -0.03, 0.07, 0.08, 0.08, 0.11, 0.13, 0.10, 0.11, 0.11, 0.11, 0.05, 0.07, 0.08, 0.08, 0.08, 0.07, 0.07, 0.07, 0.08, 0.10, -0.04, 0.02, -0.01, -0.04, 0.03, 0.01], "homo_lumo_gap_ev": 8.3, "e_lumo_ev": 0.4, "total_charge": 0, "smiles": "CC1(C)CCCC(C)(C)N1O.CC1(C)CCCC(C)(C)N1O.CC1(C)CCCC(C)(C)N1O.CC1(C)CCCC(C)(C)N1O.CC1(C)CCCC(C)(C)N1O.O.O", "e_above_lowest_kcal_mol": 130.4}